Formula: C23H54AsMoNO4Si3
Source: the Open Molecules 2025 dataset
Level of theory: ωB97M-V with the def2-TZVPD basis set

```
87
Properties=species:S:1:pos:R:3
Mo -0.37 -1.30 0.41
C -4.20 -2.32 2.34
C -2.99 -2.89 1.59
C -2.80 -4.42 1.78
O -1.77 -2.20 2.06
C -3.10 -2.47 0.10
O -4.22 -2.28 -0.39
O -1.91 -2.34 -0.56
H -4.12 -2.57 3.40
H -5.10 -2.80 1.95
H -4.22 -1.24 2.23
H -2.40 -4.59 2.78
H -2.14 -4.80 1.02
H -3.78 -4.97 1.64
H -1.89 -1.90 2.97
O 0.33 -0.48 -1.53
C 0.01 -0.88 -2.70
C 1.11 -0.81 -3.77
C 0.87 -0.05 -5.11
C -0.21 -0.54 -6.05
C -1.57 -0.66 -5.36
C -1.73 -1.80 -4.29
N -1.17 -1.38 -3.00
H 1.27 -1.88 -3.99
H 2.00 -0.40 -3.26
H 1.84 0.05 -5.62
H 0.69 1.01 -4.86
H 0.06 -1.50 -6.53
H -0.29 0.17 -6.86
H -2.32 -0.91 -6.13
H -1.85 0.26 -4.87
H -1.29 -2.75 -4.67
H -2.80 -1.94 -4.18
H -1.70 -1.76 -2.18
C 3.38 -3.26 -0.45
C 1.90 -3.71 -0.36
C 1.80 -5.22 -0.10
C 1.09 -2.90 0.75
H 3.89 -3.70 -1.31
H 3.93 -3.62 0.43
H 3.50 -2.17 -0.47
H 1.49 -3.52 -1.37
H 2.20 -5.38 0.92
H 2.39 -5.71 -0.88
H 0.79 -5.61 -0.10
H 1.85 -2.56 1.46
H 0.43 -3.66 1.24
C 2.86 3.50 2.30
Si 2.47 1.73 1.81
C 3.66 1.30 0.44
C 2.81 0.61 3.26
As 0.14 1.55 1.29
Si -0.98 2.54 3.17
C -0.99 1.35 4.63
C -2.75 2.76 2.59
C -0.28 4.21 3.63
Si 0.03 3.34 -0.43
C 1.35 3.01 -1.71
C 0.10 5.13 0.19
C -1.57 3.04 -1.41
H 3.95 3.59 2.35
H 2.40 3.74 3.29
H 2.50 4.26 1.62
H 4.02 2.26 0.04
H 3.28 0.71 -0.37
H 4.55 0.84 0.94
H 3.87 0.51 3.53
H 2.54 -0.40 2.88
H 2.22 0.86 4.17
H -1.71 1.75 5.37
H 0.01 1.29 5.09
H -1.30 0.31 4.38
H -3.19 1.76 2.36
H -2.76 3.31 1.65
H -3.35 3.33 3.33
H 0.22 4.21 4.59
H -1.18 4.88 3.71
H 0.37 4.69 2.93
H 2.33 3.01 -1.21
H 1.30 3.80 -2.51
H 1.29 2.00 -2.17
H 1.10 5.37 0.63
H -0.61 5.22 1.03
H -0.09 5.85 -0.65
H -1.35 2.21 -2.10
H -1.67 3.98 -2.00
H -2.45 2.94 -0.80
```

Output
Orbital gap (alpha / beta) (eV): 6.39 / 7.84
Expectation value of S²: 2.13
Calculated total energy (eV): -120722.4418
Energy above the lowest of the compared OMol25 structures with the same formula, charge and spin (kJ/mol): 0.0
Total charge: +2
Largest force on an atom (eV Å⁻¹): 3.864
2S+1: 3